This record from OMol25 describes 5 unconnected molecules or ions with the total composition C21H54FNO19P4. The level of theory is ωB97M-V with the def2-TZVPD basis set.

Computed properties:
SMILES: CO[C@@H](CCCC(=O)O)CN[C@@H](C)F.COP(=O)(OC)OC.COP(=O)(OC)OC.COP(=O)(OC)OC.COP(=O)(OC)OC
Gap between HOMO and LUMO in eV: 7.42
Net charge: 0

Geometry (Å):
C 0.21 -0.38 3.70
O 0.66 0.31 2.56
C 0.63 1.72 2.74
C 1.58 2.40 1.76
C 1.41 1.99 0.29
C 2.75 1.87 -0.46
C 3.08 0.45 -0.85
O 2.33 -0.48 -0.79
O 4.35 0.26 -1.35
C -0.79 2.32 2.77
N -1.51 2.35 1.51
C -1.96 1.09 1.01
C -2.99 0.41 1.88
F -2.61 1.38 -0.20
H 0.41 -1.46 3.62
H 0.65 -0.04 4.64
H -0.88 -0.30 3.80
H 1.06 1.90 3.73
H 2.58 2.07 2.07
H 1.55 3.47 1.94
H 0.88 2.80 -0.21
H 0.79 1.10 0.17
H 3.56 2.37 0.07
H 2.64 2.41 -1.40
H 4.92 0.86 -0.87
H -0.66 3.35 3.09
H -1.34 1.83 3.57
H -1.02 2.88 0.81
H -1.17 0.40 0.74
H -3.07 -0.65 1.65
H -2.79 0.47 2.95
H -3.95 0.88 1.70
C -7.45 1.32 -4.37
O -6.62 1.05 -3.26
P -6.70 2.04 -1.94
O -8.04 1.73 -1.40
O -6.69 3.43 -2.81
C -5.63 3.68 -3.75
O -6.02 2.76 -0.62
C -4.68 3.31 -0.71
H -7.87 0.37 -4.71
H -8.26 2.01 -4.13
H -6.86 1.74 -5.19
H -6.07 3.92 -4.72
H -4.97 2.82 -3.87
H -5.05 4.54 -3.42
H -4.73 4.30 -1.16
H -4.03 2.67 -1.29
H -4.28 3.40 0.29
C 0.76 -7.62 4.64
O 1.61 -6.49 4.76
P 1.13 -5.06 4.09
O -0.03 -4.69 4.93
O 0.65 -5.73 2.67
C 1.55 -6.54 1.89
O 1.45 -3.60 3.38
C 2.50 -3.51 2.40
H 0.74 -8.11 5.61
H -0.25 -7.36 4.34
H 1.19 -8.32 3.91
H 1.07 -7.49 1.69
H 2.49 -6.72 2.41
H 1.75 -6.04 0.94
H 2.12 -3.84 1.43
H 3.36 -4.11 2.68
H 2.80 -2.47 2.31
C -3.77 -0.97 -5.66
O -2.79 0.01 -5.34
P -2.80 1.44 -6.16
O -4.05 2.06 -5.67
O -2.99 0.70 -7.63
C -2.07 -0.29 -8.08
O -2.10 2.76 -6.88
C -0.85 2.62 -7.58
H -4.15 -1.37 -4.72
H -4.60 -0.56 -6.23
H -3.32 -1.79 -6.22
H -2.63 -1.19 -8.36
H -1.34 -0.55 -7.31
H -1.54 0.08 -8.96
H -1.03 2.25 -8.59
H -0.16 1.95 -7.05
H -0.39 3.60 -7.65
C 7.90 1.25 5.38
O 7.32 1.55 4.11
P 5.76 1.12 3.84
O 5.02 2.03 4.73
O 5.92 -0.40 4.46
C 6.93 -1.29 3.97
O 4.52 0.65 2.84
C 4.76 -0.32 1.80
H 8.46 2.13 5.70
H 7.15 1.01 6.13
H 8.60 0.42 5.28
H 7.52 -1.64 4.82
H 7.60 -0.80 3.26
H 6.46 -2.14 3.50
H 4.72 -1.33 2.21
H 5.72 -0.16 1.30
H 3.96 -0.22 1.06

=====

This record from OMol25 describes 7 unconnected molecules or ions with the total composition C21H54N4O7S6. The level of theory is ωB97M-V with the def2-TZVPD basis set.

Computed properties:
Gap between HOMO and LUMO in eV: 8.77
Net charge: 0

Geometry (Å):
N -1.80 -0.69 0.48
C -2.89 -1.32 0.69
N -2.95 -2.58 1.34
N -4.15 -0.74 0.32
C -4.83 -1.47 -0.79
C -5.01 -0.64 -2.10
C -4.22 -1.14 -3.34
C -3.05 -0.26 -3.84
C -1.63 -0.67 -3.42
C -0.72 -1.27 -4.50
N 0.63 -1.30 -3.86
C 0.68 0.00 -3.24
O 1.69 0.58 -2.99
C -0.74 0.49 -2.99
H -1.00 -1.24 0.82
H -2.19 -3.19 1.07
H -3.85 -3.03 1.24
H -4.74 -0.75 1.14
H -5.81 -1.77 -0.42
H -4.27 -2.39 -1.01
H -4.77 0.41 -1.89
H -6.08 -0.68 -2.35
H -3.86 -2.17 -3.16
H -4.93 -1.22 -4.18
H -3.18 0.78 -3.51
H -3.08 -0.24 -4.94
H -1.68 -1.45 -2.64
H -0.99 -2.25 -4.89
H -0.63 -0.53 -5.32
H 0.62 -1.98 -3.10
H -0.93 1.41 -3.56
H -0.82 0.76 -1.93
C -4.36 5.34 -3.22
S -3.28 3.92 -3.03
O -4.16 2.72 -2.90
C -2.68 4.37 -1.40
H -4.87 5.24 -4.18
H -5.10 5.34 -2.41
H -3.77 6.25 -3.21
H -3.53 4.46 -0.71
H -2.12 5.30 -1.46
H -2.02 3.58 -1.06
C 1.35 3.67 0.42
S 0.36 5.17 0.56
O 0.41 5.83 -0.78
C 1.49 6.04 1.65
H 0.82 2.99 -0.24
H 2.32 3.92 0.01
H 1.43 3.23 1.41
H 2.47 6.12 1.17
H 1.56 5.49 2.59
H 1.08 7.03 1.83
C 4.41 -0.79 1.83
S 2.92 -0.36 0.93
O 1.83 -1.25 1.45
C 3.44 -1.02 -0.64
H 4.27 -0.50 2.87
H 4.57 -1.87 1.77
H 5.25 -0.26 1.41
H 3.69 -2.07 -0.54
H 4.31 -0.46 -0.99
H 2.63 -0.88 -1.35
C 1.55 -2.66 4.26
S 0.90 -2.37 5.90
O 1.77 -3.09 6.86
C -0.59 -3.36 5.70
H 2.50 -2.15 4.18
H 1.68 -3.73 4.10
H 0.87 -2.24 3.52
H -0.31 -4.38 5.45
H -1.20 -2.92 4.91
H -1.13 -3.34 6.64
C -0.15 1.09 3.85
S -0.93 2.61 4.38
O -0.58 3.65 3.36
C 0.16 2.89 5.78
H -0.65 0.78 2.94
H 0.91 1.27 3.65
H -0.27 0.33 4.62
H 1.19 2.94 5.44
H 0.03 2.08 6.50
H -0.13 3.84 6.24
C 7.43 -4.70 -2.45
S 5.95 -3.70 -2.37
O 5.86 -3.17 -0.98
C 4.78 -5.06 -2.48
H 8.28 -4.04 -2.35
H 7.43 -5.43 -1.63
H 7.47 -5.21 -3.41
H 4.96 -5.76 -1.66
H 4.89 -5.56 -3.44
H 3.78 -4.64 -2.40

=====

This record from OMol25 describes 6 unconnected molecules or ions with the total composition C21H56FN5O17PS6. The level of theory is ωB97M-V with the def2-TZVPD basis set.

Computed properties:
Gap between HOMO and LUMO in eV: 6.81
Net charge: -1

Geometry (Å):
C 0.36 2.48 -2.37
C -0.58 1.66 -3.25
F -1.36 2.51 -4.00
C -1.46 0.54 -2.57
S -0.59 -0.03 -1.02
C -1.43 -0.66 -3.62
O -1.98 -0.40 -4.72
O -0.91 -1.69 -3.27
N -2.82 0.96 -2.32
C -3.66 -0.16 -1.87
C -5.19 0.11 -1.67
N -5.85 -1.22 -1.87
N -5.52 0.52 -0.32
N -5.74 1.00 -2.65
P -2.97 2.36 -1.37
N -2.72 2.15 0.17
H 1.29 1.98 -2.19
H -0.09 2.85 -1.47
H 0.61 3.36 -2.97
H 0.06 1.14 -3.94
H 0.67 -0.23 -1.44
H -3.29 -0.57 -0.93
H -3.63 -0.97 -2.58
H -5.94 -1.38 -2.86
H -5.27 -1.94 -1.47
H -5.70 -0.28 0.26
H -6.31 1.15 -0.32
H -6.22 1.79 -2.27
H -5.07 1.26 -3.36
H -2.11 3.30 -1.93
H -4.25 2.91 -1.54
H -3.58 2.41 0.65
O 5.43 3.31 -2.13
S 4.87 2.46 -1.14
O 3.51 2.63 -0.72
O 5.81 2.49 0.15
C 6.09 3.77 0.74
C 4.91 4.35 1.48
C 5.13 0.77 -1.57
H 6.45 4.46 -0.03
H 6.91 3.60 1.43
H 4.08 4.58 0.81
H 5.19 5.28 1.99
H 4.53 3.64 2.22
H 6.17 0.64 -1.85
H 4.47 0.55 -2.41
H 4.87 0.15 -0.72
O -2.48 -1.97 5.10
S -2.69 -0.58 5.34
O -3.79 0.11 4.73
O -1.34 0.21 5.06
C -0.72 0.08 3.75
C -1.45 0.83 2.66
C -2.74 -0.28 7.08
H -0.61 -0.98 3.51
H 0.28 0.49 3.88
H -2.44 0.41 2.48
H -0.90 0.78 1.72
H -1.58 1.87 2.94
H -1.90 -0.77 7.55
H -3.68 -0.69 7.45
H -2.71 0.79 7.24
O -2.53 -4.66 -9.23
S -1.42 -3.80 -9.50
O -0.10 -4.33 -9.62
O -1.43 -2.59 -8.49
C -1.41 -2.87 -7.06
C -0.07 -3.36 -6.57
C -1.77 -2.86 -10.95
H -2.21 -3.57 -6.81
H -1.65 -1.93 -6.57
H 0.19 -4.33 -7.01
H -0.09 -3.46 -5.49
H 0.72 -2.66 -6.85
H -2.76 -2.43 -10.87
H -1.72 -3.54 -11.80
H -1.01 -2.08 -11.06
O -0.36 0.72 9.56
S 0.68 1.61 9.14
O 2.04 1.17 9.07
O 0.60 2.92 10.04
C 0.68 2.77 11.47
C 2.07 2.42 11.96
C 0.24 2.35 7.61
H -0.05 2.03 11.80
H 0.38 3.73 11.89
H 2.38 1.44 11.60
H 2.10 2.40 13.05
H 2.80 3.14 11.59
H -0.78 2.71 7.67
H 0.32 1.57 6.85
H 0.93 3.16 7.40
O 3.78 -1.83 -1.28
S 3.97 -3.11 -1.90
O 3.92 -3.25 -3.32
O 3.01 -4.16 -1.22
C 1.58 -3.90 -1.21
C 0.93 -4.06 -2.56
C 5.49 -3.80 -1.33
H 1.40 -2.91 -0.80
H 1.17 -4.62 -0.50
H 1.29 -3.32 -3.27
H -0.15 -3.94 -2.47
H 1.15 -5.05 -2.98
H 5.53 -3.73 -0.24
H 6.29 -3.23 -1.78
H 5.55 -4.84 -1.65

=====

This record from OMol25 describes a molecular structure, C21H56N5O8Ti. The level of theory is ωB97M-V with the def2-TZVPD basis set.

Computed properties:
Gap between HOMO and LUMO (spin up / spin down) in eV: 6.92 / 3.08
Net charge: +1
Multiplicity: 5

Geometry (Å):
Ti -2.74 0.21 3.68
O 0.74 -0.02 1.27
C -0.45 0.28 1.91
O -1.50 0.10 1.36
O -0.50 0.73 3.07
H 0.26 -0.35 0.50
C -5.28 1.55 1.05
C -5.28 0.05 0.73
C -5.00 -0.16 -0.81
O -5.96 0.57 -1.54
C -5.98 0.05 -2.89
N -4.25 -0.49 1.62
H -4.27 1.94 0.91
H -5.51 1.78 2.08
H -6.01 2.13 0.48
H -6.28 -0.26 1.04
H -5.14 -1.21 -1.08
H -3.99 0.06 -1.17
H -5.17 0.47 -3.49
H -6.77 0.59 -3.42
H -6.10 -1.03 -2.91
H -3.40 -0.10 1.25
H -4.18 -1.48 1.43
C 3.05 2.73 -2.19
C 1.87 1.72 -2.33
C 0.59 2.41 -2.86
O 0.40 3.64 -2.31
C -0.30 4.62 -2.97
N 2.27 0.56 -3.14
H 3.32 3.09 -3.19
H 4.02 2.35 -1.85
H 2.76 3.48 -1.46
H 1.58 1.34 -1.35
H -0.39 1.93 -2.79
H 0.60 2.57 -3.94
H -0.05 5.53 -2.42
H -1.34 4.35 -2.77
H -0.06 4.89 -3.99
H 2.74 -0.18 -2.63
H 1.35 0.22 -3.37
C 1.10 3.90 1.11
C -0.06 4.49 1.97
C -1.32 4.35 1.19
O -2.35 5.10 1.79
C -3.56 5.13 1.03
N -0.15 3.67 3.19
H 0.88 2.93 0.67
H 2.03 3.71 1.65
H 1.22 4.54 0.24
H 0.12 5.55 2.12
H -1.71 3.33 1.15
H -1.22 4.62 0.14
H -4.33 5.78 1.47
H -4.04 4.15 0.98
H -3.53 5.58 0.04
H -0.30 2.70 2.95
H 0.73 3.73 3.68
C 4.35 -3.66 -1.28
C 3.72 -2.56 -2.15
C 2.76 -3.21 -3.05
O 3.29 -4.11 -4.01
C 2.59 -5.34 -4.11
N 3.16 -1.56 -1.30
H 4.87 -4.49 -1.76
H 3.62 -4.07 -0.59
H 5.19 -3.22 -0.75
H 4.45 -2.16 -2.85
H 2.08 -2.52 -3.55
H 2.07 -3.69 -2.36
H 2.95 -6.02 -3.34
H 2.81 -5.69 -5.12
H 1.50 -5.28 -4.02
H 2.19 -1.75 -1.10
H 3.67 -1.52 -0.42
C 2.90 -2.13 3.42
C 1.47 -2.77 3.30
C 1.36 -4.25 3.54
O 1.84 -4.96 2.42
C 2.28 -6.31 2.69
N 0.76 -2.08 4.31
H 2.75 -1.10 3.12
H 3.77 -2.42 2.83
H 3.34 -2.05 4.42
H 0.96 -2.40 2.41
H 0.31 -4.50 3.72
H 1.93 -4.56 4.42
H 3.00 -6.31 3.51
H 2.67 -6.75 1.77
H 1.54 -7.06 2.92
H -0.22 -2.30 4.18
H 0.90 -1.17 3.90

=====

This record from OMol25 describes 11 unconnected molecules or ions with the total composition C21H58ClI2N2O12. The level of theory is ωB97M-V with the def2-TZVPD basis set.

Computed properties:
Gap between HOMO and LUMO in eV: 8.32
Net charge: +1

Geometry (Å):
C 3.56 0.86 1.10
N 2.92 2.04 0.54
C 1.47 1.88 0.65
C 0.67 2.63 -0.44
C 1.53 3.36 -1.46
C 2.24 2.45 -2.42
O 1.70 1.69 -3.18
Cl 4.01 2.60 -2.46
C -0.27 1.66 -1.16
N -1.35 1.19 -0.26
C -2.15 0.09 -0.82
I -3.77 0.66 -2.03
C -1.91 -1.19 -0.57
C -2.67 -2.36 -1.06
I -0.35 -1.76 0.72
C -2.13 2.42 0.15
C -1.16 3.26 0.96
O -0.08 3.69 0.18
H 4.59 1.06 1.37
H 3.03 0.51 1.98
H 3.55 0.04 0.39
H 3.19 2.84 1.10
H 1.27 0.82 0.55
H 1.15 2.15 1.66
H 0.89 4.04 -2.00
H 2.24 3.97 -0.92
H 0.27 0.84 -1.60
H -0.75 2.21 -1.96
H -0.92 0.86 0.62
H -2.02 -3.04 -1.59
H -3.52 -2.10 -1.67
H -3.05 -2.88 -0.19
H -2.98 2.11 0.74
H -2.39 2.99 -0.73
H -0.85 2.70 1.84
H -1.70 4.12 1.30
C -2.95 -4.17 2.36
O -3.77 -3.03 2.06
H -1.94 -3.95 2.05
H -2.96 -4.37 3.43
H -3.32 -5.04 1.81
H -4.67 -3.23 2.35
C -2.65 -6.38 -0.98
O -3.69 -6.33 0.01
H -1.77 -5.89 -0.56
H -2.40 -7.41 -1.22
H -2.95 -5.85 -1.89
H -4.46 -6.76 -0.36
C -4.75 0.70 3.03
O -4.93 1.74 2.06
H -4.29 1.14 3.91
H -5.71 0.26 3.31
H -4.10 -0.09 2.64
H -5.34 1.35 1.29
C -6.41 -2.50 -0.12
O -5.83 -3.80 -0.13
H -7.35 -2.54 -0.66
H -6.60 -2.17 0.91
H -5.74 -1.78 -0.61
H -5.00 -3.76 0.35
C 2.47 5.40 -4.15
O 1.84 6.09 -3.07
H 2.08 4.39 -4.17
H 2.24 5.88 -5.11
H 3.55 5.37 -4.02
H 2.18 6.99 -3.05
C 1.88 -2.04 -3.51
O 2.76 -1.02 -3.97
H 2.36 -3.00 -3.68
H 1.68 -1.94 -2.44
H 0.93 -2.02 -4.06
H 2.33 -0.18 -3.81
C 1.64 2.30 4.79
O 2.42 1.22 4.28
H 0.60 2.10 4.54
H 1.73 2.38 5.88
H 1.94 3.25 4.33
H 3.34 1.40 4.51
C 4.99 5.42 2.12
O 4.64 4.06 2.40
H 4.08 6.02 2.20
H 5.72 5.79 2.84
H 5.39 5.52 1.11
H 5.45 3.54 2.33
C 8.44 2.46 -3.04
O 7.43 3.46 -3.05
H 9.31 2.87 -3.54
H 8.72 2.18 -2.02
H 8.12 1.57 -3.58
H 6.66 3.10 -2.61
C -3.16 -9.81 1.17
O -2.14 -8.85 0.92
H -2.71 -10.79 1.11
H -3.59 -9.67 2.16
H -3.95 -9.74 0.41
H -2.54 -7.98 0.97